Record 1
The following is a quantum chemistry calculation of a single C5H8N2 molecule, from the OMol25 dataset.

lowest unoccupied orbital energy	0.02072	hartree
frontier orbital gap	7.9	eV
energy above the lowest of the compared OMol25 structures with the same formula, charge and spin	225.8	kJ/mol
E	-8292.656	eV

CARTESIAN COORDINATES (ANGSTROEM)
C  -0.0762  -2.0652  -0.5131
C  1.0903  -0.6257  1.1021
C  -0.2718  -1.0078  0.5713
N  -0.8732  0.2468  0.0097
C  0.0420  1.2070  0.1174
N  -0.1807  2.4818  -0.2919
C  1.2284  0.6942  0.7240
H  0.7398  -1.7746  -1.1910
H  0.2313  -3.0009  -0.0313
H  -0.9927  -2.2304  -1.0920
H  -0.9557  -1.3850  1.3454
H  -1.8354  0.4014  -0.2625
H  0.6268  3.0838  -0.3471
H  -0.8941  2.6679  -0.9800
H  2.1212  1.3068  0.8390

Atomic forces in eV per Å
0.1 -0.2 -0.1
-0.3 0.3 -0.3
-0.1 0.1 0.2
0.3 0.1 0.0
0.0 -0.1 -0.1
0.1 -0.1 -0.1
0.0 0.0 0.1
-0.3 0.0 0.1
-0.1 0.2 -0.2
0.1 0.0 0.1
0.3 0.1 -0.1
0.3 -0.1 0.0
-0.1 -0.1 0.1
0.0 -0.1 0.1
-0.2 0.0 0.1

---

Record 2
The following is a quantum chemistry calculation of C4H7NO2 as an isolated structure, from the OMol25 dataset.

lowest unoccupied orbital energy	0.01941	hartree
frontier orbital gap	8.9	eV
energy above the lowest of the compared OMol25 structures with the same formula, charge and spin	387.3	kJ/mol
E	-9843.266	eV

CARTESIAN COORDINATES (ANGSTROEM)
O  2.1967  -0.0183  0.4223
C  0.8200  0.0048  0.6418
C  0.1227  1.1962  -0.0095
N  -1.2598  0.7169  -0.2091
C  -1.1781  -0.8421  -0.4214
C  0.1490  -1.1988  -0.0625
O  0.7894  -2.2383  -0.2231
H  2.3771  -0.9521  0.1969
H  0.5862  -0.0343  1.7212
H  0.1318  2.1163  0.5812
H  0.5901  1.3635  -0.9900
H  -1.8282  1.1879  -0.9055
H  -1.7427  -1.2334  -1.2586
H  -1.7541  -0.0683  0.5162

Atomic forces in eV per Å
0.0 -0.2 0.0
-0.3 0.1 0.0
0.1 0.0 0.0
-0.2 0.0 0.0
0.2 -0.3 -0.3
0.2 -0.4 0.0
-0.4 0.6 0.1
0.1 0.1 0.0
0.1 0.0 -0.2
0.0 -0.2 -0.1
-0.1 0.0 0.1
0.1 -0.1 0.2
0.1 0.1 0.2
0.0 0.2 0.0

---

Record 3
The following is a quantum chemistry calculation of C21H39Cl13FI2NO3Si2 as an isolated structure at a distorted geometry, from the OMol25 dataset.

lowest unoccupied orbital energy	-0.00617	hartree
frontier orbital gap	8.9	eV
E	-227512.114	eV

CARTESIAN COORDINATES (ANGSTROEM)
C  0.6945  -3.0552  1.1286
C  0.4989  -1.5528  1.2914
C  0.5322  -0.8991  -0.0910
N  0.2213  0.5464  0.0103
Si  -0.5837  1.1516  -1.3952
O  -1.8759  0.1495  -1.6438
Si  -3.4755  0.5747  -1.4808
C  -4.1279  1.7377  -2.8098
C  -5.6694  1.7841  -2.6892
O  -6.1957  3.0781  -2.9223
C  -3.9497  1.2419  0.2062
C  -3.3741  0.4690  1.4006
C  -4.5111  -0.1123  2.2205
F  -4.0888  -0.4852  3.4732
C  -4.4388  -1.0632  -1.7427
C  -3.5079  -2.2219  -1.6737
O  -3.0083  -2.7964  -2.6290
Cl  -3.1047  -2.8022  -0.0126
C  0.6100  0.8808  -2.8489
Cl  2.3111  0.9311  -2.4429
C  0.2637  0.6528  -4.1207
C  -1.1441  0.5663  -4.6117
Cl  1.4579  0.4518  -5.3613
C  -0.9240  3.0174  -1.1332
I  -0.8699  3.4046  1.0061
C  0.2239  3.8412  -1.7875
C  0.4246  5.2582  -1.2251
I  -0.2462  4.1347  -3.8775
H  0.5579  -3.5432  2.0870
H  1.6901  -3.2933  0.7739
H  -0.0297  -3.4382  0.4176
H  -0.4548  -1.3037  1.7379
H  1.3394  -1.1366  1.8253
H  1.5310  -1.0643  -0.4873
H  -0.1534  -1.4245  -0.7511
H  1.1125  1.0193  0.1146
H  -3.9173  1.3045  -3.7791
H  -3.7152  2.7370  -2.7400
H  -6.0323  1.3733  -1.7488
H  -6.0843  1.1591  -3.4697
H  -6.2001  3.5424  -2.0858
H  -5.0349  1.1639  0.2500
H  -3.7337  2.3072  0.2429
H  -2.7505  -0.3620  1.0897
H  -2.8008  1.0872  2.0785
H  -5.2595  0.6691  2.3528
H  -5.0039  -0.9333  1.7050
H  -5.1322  -1.1673  -0.9149
H  -4.9552  -1.0959  -2.6910
H  -1.7076  -0.2103  -4.1158
H  -1.6391  1.5248  -4.5234
H  -1.1237  0.3406  -5.6697
H  -1.8362  3.4132  -1.5593
H  1.1719  3.3313  -1.6747
H  1.1469  5.2691  -0.4221
H  0.8476  5.8623  -2.0180
H  -0.5135  5.7259  -0.9611
C  1.5326  -1.6675  5.0705
Cl  2.9418  -2.1694  4.1200
Cl  0.7187  -0.2673  4.3657
H  0.8312  -2.4923  5.1122
H  1.8682  -1.4086  6.0643
C  6.2960  -1.6619  5.3468
Cl  5.7910  -0.0786  5.9450
Cl  7.9203  -1.6102  4.6475
H  6.2967  -2.3622  6.1730
H  5.5997  -1.9829  4.5837
C  1.6925  1.1771  -9.2411
Cl  3.3772  1.3109  -9.7579
Cl  0.6934  2.4743  -9.9087
H  1.2999  0.2275  -9.5825
H  1.6553  1.2346  -8.1607
C  9.9113  -3.9804  2.1537
Cl  11.2824  -5.0956  2.1258
Cl  8.3895  -4.8078  2.4970
H  10.0820  -3.2419  2.9274
H  9.8335  -3.5040  1.1845
C  1.6609  -2.4337  9.1324
Cl  3.0587  -2.9503  8.1784
Cl  0.8523  -1.0332  8.4159
H  0.9541  -3.2525  9.1798
H  1.9989  -2.1658  10.1254

Atomic forces in eV per Å
-0.3 0.4 0.4
0.3 -0.3 -1.5
0.1 -0.2 0.7
0.1 -0.3 -1.0
0.8 -0.7 0.3
-0.5 1.2 0.2
-0.4 -0.1 -0.3
-0.3 -0.8 0.6
0.3 0.2 -0.4
-0.1 -0.1 0.1
0.4 -0.3 -0.3
-0.3 -0.5 0.3
-0.3 1.0 -0.4
0.2 -0.5 0.2
0.7 -0.4 0.8
1.2 -1.6 -2.6
-1.1 1.4 2.4
-0.1 0.2 -0.3
-0.2 0.0 -0.5
-0.1 0.2 0.1
0.1 -0.1 0.5
0.1 0.0 -0.5
0.1 0.0 0.0
1.1 0.0 -0.4
-0.4 0.0 -0.1
-0.4 0.6 0.8
0.1 -0.1 -0.9
0.0 -0.2 0.0
0.0 -0.3 0.1
0.2 0.0 -0.1
-0.1 -0.3 -0.1
-0.1 0.0 0.5
-0.1 0.2 0.6
0.2 0.1 -0.3
-0.3 0.1 -0.1
-0.1 0.3 0.4
0.4 0.2 -0.3
0.1 0.2 -0.1
-0.1 0.1 0.3
-0.2 -0.2 -0.1
0.0 0.3 0.1
-0.3 0.1 -0.1
0.1 0.2 0.2
0.4 0.0 -0.1
0.3 0.3 -0.1
-0.2 0.1 0.2
0.1 -0.4 0.1
-0.3 0.1 0.0
-0.1 0.0 -0.3
-0.1 -0.1 0.3
-0.2 0.2 0.2
-0.1 -0.1 -0.2
-0.5 0.0 0.4
0.2 -0.3 -0.5
-0.1 -0.1 0.5
0.2 0.2 0.0
-0.2 0.1 0.3
0.0 0.1 0.0
0.0 -0.1 0.0
0.0 0.1 0.2
0.0 0.0 -0.1
0.1 0.1 -0.1
0.0 0.0 0.0
-0.1 0.0 0.0
0.0 0.0 0.0
0.1 0.0 0.1
0.0 0.1 0.0
0.0 0.0 0.0
0.0 0.0 0.0
0.0 0.0 0.0
0.0 0.0 -0.1
0.0 0.1 0.0
0.0 0.1 0.0
0.0 0.0 0.0
0.0 0.0 0.0
0.0 0.0 0.1
0.0 -0.1 0.0
0.0 0.0 0.1
0.0 0.0 0.0
-0.1 0.0 0.1
0.0 0.0 -0.1
0.1 0.1 0.0

---

Record 4
The following is a quantum chemistry calculation of an isolated ion of composition C5H11N4O3S and charge +1 at a distorted geometry, from the OMol25 dataset.

SMILES	CN1C(=O)NC(=[N+](C)C)NS1(=O)=O
lowest unoccupied orbital energy	-0.12687	hartree
frontier orbital gap	11.1	eV
charge	+1
energy above the lowest of the compared OMol25 structures with the same formula, charge and spin	183.5	kJ/mol
E	-28292.712	eV

CARTESIAN COORDINATES (ANGSTROEM)
C  2.9846  1.3789  -1.6654
N  1.6368  1.1674  -0.9500
C  1.2490  1.6678  0.2690
O  1.6315  2.4159  1.1328
N  0.0428  0.8976  0.6888
C  -0.3690  -0.3245  0.4327
N  -1.2489  -0.9872  1.1182
C  -1.9744  -2.1680  0.6159
C  -1.8579  -0.3635  2.3007
N  0.2328  -0.9348  -0.8501
S  0.4664  0.3766  -1.9354
O  -0.6728  1.1594  -1.8720
O  1.1321  -0.1378  -3.0520
H  3.3172  0.3633  -1.8148
H  2.6732  1.8354  -2.5799
H  3.5601  2.0699  -1.1294
H  -0.3997  1.4578  1.3917
H  -3.0483  -2.0392  0.8184
H  -1.9228  -2.4319  -0.5422
H  -1.3981  -3.1337  1.0202
H  -2.5828  0.3365  2.0218
H  -2.1861  -1.1097  2.9640
H  -1.0424  0.3600  2.7908
H  -0.2234  -1.8564  -1.1738

Atomic forces in eV per Å
-2.9 -0.8 0.2
0.9 0.9 -0.5
-0.7 -1.6 0.8
0.5 -0.3 -2.2
0.3 0.8 0.5
1.6 -1.8 -4.3
-1.0 0.0 -0.3
1.7 -3.0 -1.7
3.8 2.1 0.5
-2.1 0.4 2.7
2.2 -1.7 3.0
-2.3 1.5 -1.1
0.1 -0.1 -1.0
0.9 0.2 0.0
0.4 0.2 -0.8
1.0 0.5 1.0
-0.4 -0.1 0.4
0.6 -0.5 0.4
0.0 1.4 2.2
-2.0 2.0 -0.2
-1.7 0.6 -0.6
-0.4 -0.7 0.9
-1.6 -2.1 -0.5
1.0 2.2 0.4

---

Record 5
The following is a quantum chemistry calculation of a single C5H8N2O molecule at a distorted geometry, from the OMol25 dataset.

SMILES	C1=C\N=C/NOCC/1
lowest unoccupied orbital energy	0.02841	hartree
frontier orbital gap	8.8	eV
energy above the lowest of the compared OMol25 structures with the same formula, charge and spin	841.0	kJ/mol
E	-10334.010	eV

CARTESIAN COORDINATES (ANGSTROEM)
C  1.7178  0.1982  0.0642
C  0.9452  1.3071  -0.0245
N  -0.3871  1.7059  0.0123
C  -1.5562  1.0832  0.0102
N  -2.0635  -0.2913  -0.0686
O  -1.4458  -1.3886  -0.0797
C  -0.0922  -0.8089  0.1775
C  1.2405  -1.3552  0.0264
H  2.7326  0.2926  -0.1553
H  1.4298  2.2536  -0.5057
H  -2.4422  1.7682  0.4823
H  -3.0257  -0.2302  0.0246
H  0.0418  -0.3137  -0.7653
H  -0.0768  -0.2394  0.9982
H  1.3143  -1.9361  -0.9825
H  1.6672  -2.0455  0.7860

Atomic forces in eV per Å
0.1 -1.9 -0.7
0.8 2.8 -2.6
-2.3 -0.8 0.4
-0.5 -0.2 2.0
-1.3 9.5 -0.1
4.1 -4.6 0.9
-1.3 -4.2 -4.2
1.2 -1.2 -0.2
1.6 0.6 0.0
0.1 -1.8 1.7
1.8 -1.8 -1.9
-2.0 -1.0 0.3
-1.6 0.8 0.0
-1.1 1.6 3.1
0.4 1.5 1.4
-0.2 0.8 -0.1

---

Record 6
The following is a quantum chemistry calculation of a single C3H5IO molecule at a distorted geometry, from the OMol25 dataset.

SMILES	CC(=O)CI
lowest unoccupied orbital energy	-0.02210	hartree
frontier orbital gap	8.7	eV
energy above the lowest of the compared OMol25 structures with the same formula, charge and spin	126.2	kJ/mol
E	-13338.066	eV

CARTESIAN COORDINATES (ANGSTROEM)
C  0.3300  1.1867  -0.5385
C  0.8045  -0.2272  -0.0149
O  1.9491  -0.5207  -0.1416
C  -0.2580  -1.1650  0.6019
I  -2.3597  -0.3700  -0.2064
H  -0.3040  0.6760  -1.1341
H  1.1324  1.7718  -1.0346
H  -0.1216  1.6930  0.4077
H  -0.6323  -2.1554  0.4206
H  -0.5405  -0.8891  1.6400

Atomic forces in eV per Å
2.2 0.0 4.4
0.3 1.4 -0.1
1.0 -1.4 0.2
-3.1 2.5 0.4
0.4 -0.8 0.6
-2.9 0.4 -2.8
-0.5 -0.7 0.5
0.3 -0.6 -2.2
1.4 -0.7 -0.5
0.9 -0.2 -0.5

---

Record 7
The following is a quantum chemistry calculation of a single C8H15N molecule at a distorted geometry, from the OMol25 dataset.

SMILES	C[C@@H]1[C@@H]2N[C@@H](C)C[C@]12C
lowest unoccupied orbital energy	0.03666	hartree
frontier orbital gap	9.0	eV
energy above the lowest of the compared OMol25 structures with the same formula, charge and spin	358.7	kJ/mol
E	-10025.657	eV

CARTESIAN COORDINATES (ANGSTROEM)
C  2.9252  -0.5220  -0.0698
C  1.5976  -0.5743  0.5801
C  0.2767  -0.9415  -0.0463
N  -0.7365  -0.6286  -1.0496
C  -1.6410  0.2732  -0.2649
C  -2.9247  -0.4358  0.1121
C  -0.8319  0.8064  0.9806
C  0.5682  0.4889  0.4800
C  0.9472  1.4916  -0.6216
H  3.3449  -1.5179  -0.2014
H  3.5789  0.0576  0.5875
H  2.9881  -0.0716  -1.0601
H  1.5751  -1.2156  1.5037
H  -0.2153  -1.5722  0.7045
H  -1.2568  -1.4605  -1.3410
H  -1.9492  1.1536  -0.8860
H  -3.4969  -0.7438  -0.7699
H  -3.5907  0.2089  0.7208
H  -2.7111  -1.3415  0.6910
H  -0.9432  1.8502  1.1883
H  -1.0775  0.2600  1.8595
H  1.7746  1.9871  -0.1327
H  0.2928  2.2944  -0.9159
H  1.3383  0.9928  -1.5025

Atomic forces in eV per Å
1.2 0.5 0.0
-0.2 -1.5 0.6
-1.5 -0.3 0.0
0.5 0.1 -0.5
-1.1 1.1 -0.4
-0.6 0.0 0.5
0.8 -0.6 -0.5
-0.9 0.0 -0.5
1.2 -0.5 0.6
-0.1 -0.1 0.3
0.3 -0.1 -0.1
-0.4 0.1 0.2
0.5 0.9 -0.8
0.0 0.3 0.2
0.4 0.3 0.1
0.4 -0.6 0.2
0.1 0.1 0.0
0.4 -0.3 -0.3
0.0 0.1 0.0
-0.4 0.7 -0.1
-0.3 -0.5 0.8
0.6 0.5 -0.3
-0.9 -0.2 0.1
-0.2 0.1 -0.2

---

Record 8
The following is a quantum chemistry calculation of a single C9H11NO2 molecule at a distorted geometry, from the OMol25 dataset.

SMILES	C=C1C=CCC=C1C(=O)N(C)O
lowest unoccupied orbital energy	0.02218	hartree
frontier orbital gap	8.8	eV
energy above the lowest of the compared OMol25 structures with the same formula, charge and spin	443.2	kJ/mol
E	-15092.591	eV

CARTESIAN COORDINATES (ANGSTROEM)
C  1.3378  -0.7046  -1.4715
C  0.4418  -1.0309  -0.4811
C  0.3206  -2.4478  -0.1397
C  -0.7911  -2.8714  0.4498
C  -1.8782  -2.0544  1.0371
C  -1.6768  -0.6537  0.5992
C  -0.5977  -0.1309  0.0533
C  -0.4543  1.3524  -0.3591
O  -1.2463  2.0507  -0.9800
N  0.5906  1.9580  0.1556
C  0.9343  3.2976  -0.2415
O  1.5884  1.2039  0.8368
H  1.9050  -1.4377  -1.9372
H  1.4793  0.2490  -1.8179
H  1.1033  -3.2395  -0.4175
H  -0.7264  -3.9841  0.5801
H  -2.8609  -2.1854  0.6827
H  -1.8110  -2.0582  2.1015
H  -2.4657  0.0799  0.6348
H  0.2166  4.1185  0.1377
H  1.8630  3.4525  0.2063
H  0.9812  3.3925  -1.3145
H  1.7462  1.6436  1.6851

Atomic forces in eV per Å
-2.4 -1.0 2.9
2.2 0.0 -2.0
0.2 -0.4 -0.2
0.9 -3.1 0.4
1.3 1.5 -1.3
-0.1 2.0 0.1
1.5 0.2 -1.7
-2.2 -1.3 0.6
-0.2 -0.8 -0.3
2.0 0.5 1.4
-1.8 1.1 0.4
-0.3 0.5 -0.6
1.0 -1.4 -0.6
0.1 2.3 -0.7
-1.1 1.6 0.2
-0.9 1.0 0.3
-1.3 -1.4 -0.1
-0.4 -0.4 1.0
-0.6 -0.1 0.7
0.8 -1.6 -0.4
1.7 0.6 0.4
0.1 0.0 -0.4
-0.4 0.1 -0.1

---

Record 9
The following is a quantum chemistry calculation of a single C9H15N3O3S molecule at a distorted geometry, from the OMol25 dataset.

SMILES	CCOCCc1nnc(NC(=O)COC)s1
lowest unoccupied orbital energy	0.01885	hartree
frontier orbital gap	9.5	eV
energy above the lowest of the compared OMol25 structures with the same formula, charge and spin	0.0	kJ/mol
E	-31023.236	eV

CARTESIAN COORDINATES (ANGSTROEM)
C  4.6574  -0.9790  -1.3988
C  3.7883  -0.3905  -2.4972
O  2.4859  -0.9166  -2.3663
C  1.5677  -0.4206  -3.3076
C  0.1769  -0.9019  -2.8953
C  -0.2044  -0.3346  -1.5801
N  -1.3519  0.1629  -1.2991
N  -1.4729  0.6157  -0.0576
C  -0.4088  0.4586  0.6529
N  -0.2279  0.8508  1.9481
C  -1.1623  1.2031  2.8949
O  -0.8039  1.6718  3.9463
C  -2.6061  0.9360  2.5213
O  -2.7343  -0.4296  2.1992
C  -3.9341  -0.7242  1.5253
S  0.9212  -0.2910  -0.2357
H  4.6859  -2.0610  -1.4900
H  4.2432  -0.7257  -0.4270
H  5.6669  -0.5857  -1.4734
H  4.1928  -0.6458  -3.4889
H  3.7562  0.7077  -2.4166
H  1.8125  -0.7877  -4.3157
H  1.5968  0.6808  -3.3277
H  -0.5686  -0.6112  -3.6349
H  0.2008  -1.9925  -2.8206
H  0.7313  0.8895  2.2734
H  -3.2445  1.2029  3.3759
H  -2.8676  1.5637  1.6573
H  -3.9778  -0.2009  0.5641
H  -4.8068  -0.4498  2.1296
H  -3.9331  -1.7990  1.3572

Atomic forces in eV per Å
-0.3 0.1 -0.3
0.3 0.1 0.0
0.0 -0.2 0.0
-0.3 0.0 -0.4
0.5 0.0 -0.2
0.5 -0.1 0.3
-0.2 -0.5 -1.4
-0.3 0.7 1.5
0.7 -0.5 -1.1
0.7 0.0 0.3
-0.4 -0.1 0.0
0.0 0.1 0.2
-0.4 0.1 0.1
0.2 0.1 0.3
-0.1 0.0 -0.1
-0.9 0.4 0.4
0.1 -0.1 0.0
0.0 0.0 0.1
0.1 0.0 0.0
-0.1 0.1 0.1
0.0 -0.1 0.0
0.0 0.1 0.1
0.0 -0.1 0.0
0.0 0.0 0.0
0.0 0.0 -0.1
-0.3 0.1 0.0
0.2 0.0 -0.1
0.0 -0.1 0.1
0.0 0.0 0.0
0.0 0.0 0.0
-0.1 0.0 0.0